{
  "formula": "C5H29NO10",
  "method": "the ωB97M-V functional and the def2-TZVPD basis",
  "charge": 1,
  "e_homo_ev": [-13.21, -13.21],
  "multiplicity": 2,
  "orbital_gap_ev": [8.950, 6.448],
  "molar_mass_g_mol": 263.28,
  "species": ["N", "C", "C", "C", "C", "C", "H", "H", "H", "H", "H", "H", "H", "H", "H", "H", "H", "O", "H", "H", "O", "H", "H", "O", "H", "H", "O", "H", "H", "O", "H", "H", "O", "H", "H", "O", "H", "H", "O", "H", "H", "O", "H", "H", "O"],
  "xyz": [[0.563, 2.732, -1.014], [-0.613, 2.125, -0.557], [-0.586, 0.768, -0.252], [-1.608, 0.136, 0.517], [-1.567, -1.126, 1.071], [-2.593, -1.468, 2.110], [0.674, 3.655, -1.015], [1.390, 2.120, -1.256], [-1.512, 2.709, -0.369], [0.318, 0.244, -0.622], [-2.527, 0.739, 0.893], [-0.753, -1.823, 0.775], [-2.454, -1.288, 3.183], [-3.461, -0.820, 1.929], [-2.884, -2.552, 2.108], [-0.276, 1.071, 2.344], [-0.057, 1.634, 3.708], [0.094, 0.732, 3.337], [1.090, -1.597, 1.105], [1.640, -0.104, 1.004], [1.649, -0.958, 0.681], [2.657, -2.062, -1.969], [2.099, -2.446, -3.279], [2.419, -1.749, -2.808], [2.702, 0.308, 2.309], [3.891, 1.309, 2.341], [3.235, 1.041, 1.920], [2.782, 0.583, -2.181], [2.689, 0.309, -0.863], [2.974, 1.060, -1.401], [4.063, -0.538, 0.821], [4.111, -0.082, -0.661], [4.663, -0.542, 0.041], [-3.151, 1.263, 2.661], [-1.985, 0.589, 3.132], [-2.305, 1.457, 3.086], [-1.671, -3.645, -2.461], [-0.194, -3.379, -2.167], [-0.892, -3.438, -2.809], [-0.898, -0.887, -3.038], [-2.031, -0.925, -3.982], [-1.692, -0.492, -3.176], [-3.124, 1.070, -1.934], [-3.182, 2.472, -1.433], [-3.686, 1.798, -1.833]]
}